[1]
C3H6N2S3 | ωB97M-V/def2-TZVPD

```
14
C3H6N2S3 (ωB97M-V/def2-TZVPD)
C -0.594 1.038 0.169
C 0.336 0.330 -0.793
C 1.686 -0.605 0.044
S 1.336 -2.318 0.229
N 1.903 -0.017 1.265
N 2.926 0.646 1.446
S 4.062 0.746 0.311
S 3.209 -0.474 -1.090
H 0.023 1.318 1.041
H -1.382 0.410 0.398
H -0.950 1.927 -0.344
H 0.635 0.990 -1.597
H -0.245 -0.409 -1.327
H 0.795 -2.208 1.429
```

- SMILES: CC[C@]1(S)N=NSS1
- Charge: 0
- Highest occupied orbital energy (alpha / beta): -8.40 / -8.40 eV
- Calculated total energy: -1421.8841 hartree
- Kohn-Sham gap (alpha / beta): 8.477 / 8.478 eV
- Relative energy (zero: lowest compared OMol25 entry of this formula, charge and spin): 3.114 eV
- LUMO (alpha / beta): 0.08 / 0.08 eV

---

[2]
C9H21N3O3Sn | ωB97M-V/def2-TZVPD

```
37
C9H21N3O3Sn (ωB97M-V/def2-TZVPD)
Sn 1.247 -0.862 0.289
C 1.385 -5.576 3.019
C 0.661 -4.228 2.681
O 1.225 -3.257 2.074
N -0.501 -4.132 3.321
C -1.491 -3.092 3.263
H 0.730 -6.437 2.884
H 1.696 -5.604 4.063
H 2.334 -5.697 2.495
H -0.828 -4.958 3.801
H -1.304 -2.272 2.570
H -1.278 -2.552 4.186
H -2.485 -3.536 3.207
C -0.124 0.772 -4.584
C -0.615 0.384 -3.194
O 0.132 -0.175 -2.405
N -1.860 0.686 -2.833
C -2.744 1.556 -3.523
H -0.752 0.373 -5.381
H 0.820 0.232 -4.656
H 0.077 1.829 -4.761
H -2.220 0.184 -2.034
H -3.636 1.085 -3.936
H -2.262 2.164 -4.288
H -3.055 2.204 -2.704
C 2.742 4.113 1.529
C 1.667 3.145 0.978
O 1.814 1.917 1.139
N 0.665 3.624 0.266
C -0.176 2.741 -0.545
H 2.430 5.082 1.917
H 3.275 4.399 0.622
H 3.397 3.819 2.349
H 0.333 4.557 0.465
H -0.533 3.190 -1.472
H -1.074 2.513 0.029
H 0.307 1.807 -0.833
```

- Charge: +2
- Highest occupied orbital energy: -15.87 eV
- Calculated total energy: -959.2040 hartree
- Kohn-Sham gap: 6.027 eV
- Relative energy (zero: lowest compared OMol25 entry of this formula, charge and spin): 2.501 eV
- LUMO: -9.85 eV

---

[3]
C16H28AlClO4P | ωB97M-V/def2-TZVPD

```
51
C16H28AlClO4P (ωB97M-V/def2-TZVPD)
C 2.669 -2.867 2.232
C 2.253 -2.736 1.113
C 1.760 -2.653 -0.274
C 1.343 -1.193 -0.659
P 2.643 -0.501 -1.838
O 3.993 -0.873 -0.965
Cl 2.727 -1.964 -3.379
O 1.494 -0.280 0.364
Al 0.000 0.709 0.654
C 0.092 2.690 0.361
C 1.426 3.202 -0.202
C 1.282 4.700 -0.589
C 2.550 3.066 0.864
C -1.033 0.081 2.275
C -1.082 1.264 3.240
C -2.311 2.100 3.243
O -1.976 1.180 4.336
O -0.748 0.063 -0.880
C -0.037 -1.015 -1.411
C -0.892 -2.279 -1.568
C -2.377 -1.983 -1.854
C -2.812 -2.770 -3.116
C -3.246 -2.450 -0.678
H 3.001 -3.139 3.204
H 0.942 -3.366 -0.354
H 2.578 -3.000 -0.906
H 3.760 -0.901 -0.023
H -0.692 2.897 -0.379
H -0.191 3.239 1.269
H 1.681 2.655 -1.111
H 2.084 5.034 -1.252
H 1.276 5.304 0.321
H 0.319 4.855 -1.079
H 3.368 2.439 0.507
H 2.965 4.045 1.107
H 2.125 2.637 1.772
H -0.542 -0.730 2.823
H -2.072 -0.167 2.057
H -0.146 1.793 3.415
H -2.219 3.121 3.592
H -3.192 1.735 2.735
H 0.249 -0.693 -2.435
H -0.449 -2.924 -2.332
H -0.842 -2.839 -0.626
H -2.546 -0.933 -2.076
H -3.842 -2.498 -3.364
H -2.721 -3.845 -2.971
H -2.198 -2.442 -3.958
H -4.266 -2.073 -0.787
H -3.315 -3.542 -0.708
H -2.832 -2.150 0.284
```

- Charge: -1
- Highest occupied orbital energy: -5.27 eV
- Calculated total energy: -1971.4960 hartree
- Kohn-Sham gap: 8.255 eV
- LUMO: 2.99 eV

---

[4]
C3H10O2S2 | ωB97M-V/def2-TZVPD

```
17
C3H10O2S2 (ωB97M-V/def2-TZVPD)
O 0.229 -1.376 0.239
C -1.167 -1.234 0.087
C -1.579 0.014 -0.554
C -1.410 1.266 0.144
S -0.134 2.350 -0.687
S 1.661 1.268 -0.916
H 0.650 -1.002 -0.593
H -1.369 -1.819 -0.731
H -1.718 -1.479 1.044
H -1.102 0.047 -1.525
H -2.588 -0.138 -0.964
H -2.290 1.905 0.141
H -1.210 1.282 1.198
H 2.496 2.115 -0.260
O 3.415 -1.376 1.196
H 2.536 -1.250 1.487
H 3.579 -0.571 0.694
```

- SMILES: OCCCSS.O
- Charge: 0
- Highest occupied orbital energy: -9.06 eV
- Calculated total energy: -1067.1006 hartree
- Kohn-Sham gap: 9.248 eV
- Relative energy (zero: lowest compared OMol25 entry of this formula, charge and spin): 1.246 eV
- LUMO: 0.18 eV

---

[5]
C4H4N4 | ωB97M-V/def2-TZVPD

```
12
C4H4N4 (ωB97M-V/def2-TZVPD)
N -3.289 -0.509 -0.309
C -2.254 -0.060 -0.032
N -0.973 0.127 0.226
C 0.029 -1.315 0.298
N 1.196 -0.871 -0.275
C 1.587 0.368 -0.315
C 0.832 1.500 0.008
N -0.437 1.281 0.253
H -0.444 -2.126 -0.291
H -0.011 -1.461 1.468
H 2.515 0.586 -0.837
H 1.249 2.482 -0.193
```

- SMILES: N#CN1CN=CC=N1
- Charge: 0
- Highest occupied orbital energy: -9.18 eV
- Calculated total energy: -373.7138 hartree
- Kohn-Sham gap: 8.445 eV
- Relative energy (zero: lowest compared OMol25 entry of this formula, charge and spin): 3.567 eV
- LUMO: -0.74 eV

---

[6]
CH2FN5 | ωB97M-V/def2-TZVPD

```
9
CH2FN5 (ωB97M-V/def2-TZVPD)
C -0.680 -1.674 0.242
N -0.569 -2.837 0.038
N -1.199 -0.486 0.305
N -0.617 0.606 0.273
N 1.555 -0.060 -0.020
N -1.198 1.753 0.245
F -0.200 2.707 0.117
H 1.036 -0.708 -0.614
H 1.873 0.700 -0.586
```

- Charge: 0
- Highest occupied orbital energy (alpha / beta): -10.06 / -10.06 eV
- Calculated total energy: -412.6378 hartree
- Kohn-Sham gap (alpha / beta): 6.304 / 6.302 eV
- Relative energy (zero: lowest compared OMol25 entry of this formula, charge and spin): 3.476 eV
- LUMO (alpha / beta): -3.75 / -3.76 eV

---

[7]
C3H5FO | ωB97M-V/def2-TZVPD

```
10
C3H5FO (ωB97M-V/def2-TZVPD)
C 0.908 0.492 0.147
C 1.015 -0.926 -0.383
C -1.431 0.863 0.245
O 1.570 1.389 0.504
F -1.765 -0.516 0.509
H 1.007 -0.817 -1.423
H 1.706 -1.398 0.233
H 0.127 -1.522 -0.207
H -1.529 1.002 -0.817
H -1.608 1.433 1.192
```

- Charge: 0
- Highest occupied orbital energy: -7.69 eV
- Calculated total energy: -292.2754 hartree
- Kohn-Sham gap: 8.425 eV
- Relative energy (zero: lowest compared OMol25 entry of this formula, charge and spin): 3.290 eV
- LUMO: 0.74 eV

---

The lowest calculated total energy belongs to which entry?
C16H28AlClO4P

---

The lowest calculated total energy belongs to which entry?
C16H28AlClO4P

---

Which value of charge does entry 5 give?
0